Computed, not measured: 8 unconnected molecules or ions with the total composition C20H56Cl6O24P6 in a non-equilibrium geometry, with the ωB97M-V functional and the def2-TZVPD basis.

Each atom is followed by the atoms it is bonded to, with distances in Å.
Atoms and positions in Å:
1 C -6.462 -7.555 -24.720  O2 1.483, H9 1.090, H10 1.090, H11 1.090
2 O -6.795 -7.883 -23.312  C1 1.483, P3 1.601
3 P -8.287 -7.753 -22.745  O2 1.601, O4 1.469, O5 1.608, O7 1.645
4 O -9.276 -8.408 -23.610  P3 1.469
5 O -8.241 -8.355 -21.254  P3 1.608, C6 1.484
6 C -7.860 -9.767 -21.001  O5 1.484, H12 1.090, H13 1.090, H14 1.090
7 O -8.560 -6.139 -22.583  P3 1.645, C8 1.435
8 C -8.809 -5.280 -23.706  O7 1.435, H15 1.090, H16 1.090, H17 1.090
9 H -7.282 -7.030 -25.209  C1 1.090
10 H -6.230 -8.342 -25.437  C1 1.090
11 H -5.632 -6.851 -24.668  C1 1.090
12 H -8.349 -10.469 -21.677  C6 1.090
13 H -7.774 -10.165 -19.990  C6 1.090
14 H -6.840 -9.733 -21.384  C6 1.090
15 H -8.095 -4.467 -23.844  C8 1.090
16 H -9.776 -4.830 -23.481  C8 1.090
17 H -9.039 -5.727 -24.673  C8 1.090
18 C -11.068 -11.598 -24.715  O19 1.453, H26 1.090, H27 1.090, H28 1.090
19 O -10.490 -12.692 -23.952  C18 1.453, P20 1.549
20 P -9.183 -13.308 -24.511  O19 1.549, O21 1.507, O22 1.599, O24 1.615
21 O -7.986 -12.396 -24.587  P20 1.507
22 O -9.655 -14.160 -25.779  P20 1.599, C23 1.403
23 C -8.734 -14.625 -26.729  O22 1.403, H29 1.090, H30 1.090, H31 1.090
24 O -8.972 -14.452 -23.390  P20 1.615, C25 1.366
25 C -8.266 -15.618 -23.469  O24 1.366, H32 1.090, H33 1.090, H34 1.090
26 H -11.777 -10.976 -24.169  C18 1.090
27 H -11.553 -11.953 -25.624  C18 1.090
28 H -10.331 -10.876 -25.066  C18 1.090
29 H -7.702 -14.387 -26.471  C23 1.090
30 H -8.947 -14.329 -27.757  C23 1.090
31 H -8.647 -15.711 -26.728  C23 1.090
32 H -7.902 -15.902 -24.456  C25 1.090
33 H -8.895 -16.454 -23.165  C25 1.090
34 H -7.394 -15.714 -22.822  C25 1.090
35 C -11.408 -15.476 -20.597  O36 1.407, H43 1.090, H44 1.090, H45 1.090
36 O -11.849 -16.074 -21.792  C35 1.407, P37 1.608
37 P -11.628 -17.596 -22.264  O36 1.608, O38 1.530, O39 1.604, O41 1.602
38 O -12.772 -18.540 -21.887  P37 1.530
39 O -10.161 -17.888 -21.686  P37 1.604, C40 1.419
40 C -9.614 -19.180 -21.894  O39 1.419, H46 1.090, H47 1.090, H48 1.090
41 O -11.289 -17.424 -23.820  P37 1.602, C42 1.389
42 C -12.276 -17.527 -24.793  O41 1.389, H49 1.090, H50 1.090, H51 1.090
43 H -10.335 -15.287 -20.572  C35 1.090
44 H -11.703 -16.096 -19.750  C35 1.090
45 H -11.737 -14.450 -20.435  C35 1.090
46 H -9.611 -19.726 -20.950  C40 1.090
47 H -8.579 -19.118 -22.229  C40 1.090
48 H -10.027 -19.728 -22.742  C40 1.090
49 H -12.981 -16.739 -24.530  C42 1.090
50 H -12.825 -18.451 -24.610  C42 1.090
51 H -11.989 -17.429 -25.840  C42 1.090
52 C -9.688 -17.016 -18.307  O53 1.433, H60 1.090, H61 1.090, H62 1.090
53 O -10.529 -16.018 -17.714  C52 1.433, P54 1.608
54 P -9.849 -14.882 -16.801  O53 1.608, O55 1.512, O56 1.647, O58 1.662
55 O -8.345 -14.989 -16.683  P54 1.512
56 O -10.529 -13.494 -17.369  P54 1.647, C57 1.388
57 C -10.262 -13.035 -18.651  O56 1.388, H63 1.090, H64 1.090, H65 1.090
58 O -10.751 -15.041 -15.415  P54 1.662, C59 1.407
59 C -12.143 -14.847 -15.488  O58 1.407, H66 1.090, H67 1.090, H68 1.090
60 H -8.810 -16.581 -18.785  C52 1.090
61 H -10.105 -17.792 -18.948  C52 1.090
62 H -9.223 -17.663 -17.563  C52 1.090
63 H -9.745 -13.779 -19.257  C57 1.090
64 H -9.668 -12.121 -18.637  C57 1.090
65 H -11.213 -12.850 -19.151  C57 1.090
66 H -12.590 -15.690 -16.013  C59 1.090
67 H -12.445 -13.856 -15.826  C59 1.090
68 H -12.498 -15.017 -14.472  C59 1.090
69 C -13.540 -6.921 -29.717  O70 1.410, H77 1.090, H78 1.090, H79 1.090
70 O -13.621 -7.558 -28.462  C69 1.410, P71 1.664
71 P -13.869 -9.190 -28.260  O70 1.664, O72 1.465, O73 1.640, O75 1.634
72 O -13.461 -10.004 -29.408  P71 1.465
73 O -12.903 -9.471 -26.965  P71 1.640, C74 1.413
74 C -13.289 -8.908 -25.728  O73 1.413, H80 1.090, H81 1.090, H82 1.090
75 O -15.397 -9.326 -27.696  P71 1.634, C76 1.409
76 C -16.356 -9.543 -28.704  O75 1.409, H83 1.090, H84 1.090, H85 1.090
77 H -13.250 -7.624 -30.498  C69 1.090
78 H -12.908 -6.033 -29.689  C69 1.090
79 H -14.507 -6.489 -29.974  C69 1.090
80 H -13.774 -9.629 -25.069  C74 1.090
81 H -14.076 -8.171 -25.889  C74 1.090
82 H -12.452 -8.590 -25.106  C74 1.090
83 H -16.974 -10.411 -28.472  C76 1.090
84 H -15.981 -9.579 -29.727  C76 1.090
85 H -17.031 -8.688 -28.696  C76 1.090
86 C -15.001 -6.110 -21.517  O87 1.448, H94 1.090, H95 1.090, H96 1.090
87 O -14.822 -4.992 -22.420  C86 1.448, P88 1.581
88 P -13.511 -4.924 -23.301  O87 1.581, O89 1.530, O90 1.621, O92 1.627
89 O -13.305 -6.098 -24.260  P88 1.530
90 O -13.758 -3.555 -24.132  P88 1.621, C91 1.416
91 C -13.855 -2.336 -23.419  O90 1.416, H97 1.090, H98 1.090, H99 1.090
92 O -12.231 -4.628 -22.342  P88 1.627, C93 1.395
93 C -11.592 -5.671 -21.673  O92 1.395, H100 1.090, H101 1.090, H102 1.090
94 H -15.514 -5.749 -20.626  C86 1.090
95 H -14.172 -6.671 -21.086  C86 1.090
96 H -15.686 -6.831 -21.964  C86 1.090
97 H -12.874 -1.975 -23.109  C91 1.090
98 H -14.544 -2.323 -22.575  C91 1.090
99 H -14.255 -1.671 -24.184  C91 1.090
100 H -12.020 -5.828 -20.683  C93 1.090
101 H -10.568 -5.489 -21.345  C93 1.090
102 H -11.528 -6.605 -22.233  C93 1.090
103 C -11.799 -10.083 -21.567  Cl104 1.709, Cl105 1.733, Cl106 1.857, H107 1.090
104 Cl -11.462 -9.631 -19.953  C103 1.709
105 Cl -13.030 -9.060 -22.229  C103 1.733
106 Cl -12.351 -11.852 -21.448  C103 1.857
107 H -10.884 -10.106 -22.159  C103 1.090
108 C -10.755 -7.236 -17.711  Cl109 1.790, Cl110 1.822, Cl111 1.753, H112 1.090
109 Cl -10.825 -7.184 -15.923  C108 1.790
110 Cl -9.697 -5.891 -18.336  C108 1.822
111 Cl -12.429 -7.215 -18.232  C108 1.753
112 H -10.268 -8.186 -17.933  C108 1.090

As for the LUMO energy (alpha / beta): -2.53 / -9.56 eV. The total charge is +1. As for the multiplicity: 2. The calculation puts the HOMO energy (alpha / beta) at -12.03 / -12.03 eV.

These are the Löwdin partial charges, in e, on atoms 1 to 6:
1 C -0.05
2 O -0.23
3 P 0.42
4 O -0.25
5 O -0.23
6 C -0.05